Record 1
ORCA calculation (ωB97M-V/def2-TZVPD) on a single C21H25N3O5S2 molecule.

```
56
Properties=species:S:1:pos:R:3:forces:R:3
C 6.63660 2.46462 0.65817 -0.056 -0.078 -0.234
C 5.67800 1.82979 -0.34115 -0.109 0.034 0.300
C 4.34296 1.47946 0.30929 0.070 -0.026 -0.440
C 3.38521 0.82863 -0.69074 0.486 0.223 0.074
N 2.13117 0.49184 -0.07513 -0.312 -0.188 0.038
C 1.85396 -0.65256 0.61577 -0.308 -0.088 0.253
S 2.96970 -1.98563 0.68717 0.346 -0.347 0.105
C 1.72007 -3.31323 0.56747 0.362 0.344 0.041
C 0.84055 -2.99646 -0.63601 0.043 -0.183 -0.025
O 1.32640 -2.85320 -1.73546 -0.058 -0.036 0.094
C -0.58824 -2.76130 -0.35973 -0.776 -0.109 -0.172
C -1.29272 -3.39320 0.65382 0.370 0.078 -0.377
C -2.61738 -3.06524 0.88963 -0.364 0.144 0.047
C -3.24389 -2.07289 0.15264 0.166 0.030 -0.165
O -4.52015 -1.64861 0.33200 0.212 0.094 -0.254
C -5.27213 -2.20015 1.38715 -0.124 -0.113 0.194
C -2.53076 -1.42034 -0.88262 -0.143 -0.165 0.075
O -3.21344 -0.43058 -1.51798 -0.153 -0.268 0.391
C -2.56000 0.29894 -2.53338 0.146 0.210 -0.329
C -1.23461 -1.80340 -1.15170 -0.105 -0.046 -0.022
N 0.64867 -0.69809 1.11466 0.272 -0.249 0.379
C 0.05561 0.46920 0.72306 0.445 0.649 -0.449
C -1.25184 0.90979 0.89692 0.263 -0.125 0.066
C -1.59008 2.09298 0.28544 -0.724 -0.051 0.081
S -3.27592 2.67478 0.30464 -0.482 -0.327 0.091
N -4.11105 1.33116 0.84755 0.656 0.548 -0.205
O -3.44958 3.69966 1.29152 0.039 -0.078 0.210
O -3.64024 2.99144 -1.05277 0.231 -0.175 0.030
C -0.68188 2.86169 -0.43890 0.164 0.196 -0.172
C 0.62904 2.45612 -0.59580 -0.037 0.112 -0.014
C 0.98219 1.24025 -0.02769 -0.679 -0.132 0.341
H 6.83453 1.78218 1.48131 0.055 -0.037 0.122
H 6.21319 3.37969 1.06605 -0.004 0.103 0.078
H 7.58131 2.70754 0.17849 0.122 0.056 0.038
H 5.50735 2.51972 -1.17062 0.005 -0.039 -0.095
H 6.12650 0.92208 -0.74968 0.009 -0.017 -0.111
H 4.51019 0.78633 1.13692 -0.030 0.014 0.091
H 3.88061 2.38304 0.71397 -0.032 -0.014 0.085
H 3.18658 1.50570 -1.52511 0.019 -0.107 -0.008
H 3.82828 -0.09334 -1.08071 -0.099 0.126 -0.086
H 2.28881 -4.22894 0.40786 -0.026 -0.004 0.005
H 1.17173 -3.33852 1.50400 -0.016 -0.107 -0.071
H -0.83420 -4.16883 1.24669 0.079 -0.027 0.123
H -3.15123 -3.58198 1.67077 -0.099 -0.019 0.063
H -6.23678 -1.69694 1.35391 0.037 -0.065 0.038
H -5.42275 -3.27595 1.25396 0.022 0.050 0.005
H -4.79841 -2.01295 2.35532 0.006 -0.017 -0.025
H -2.41032 -0.31703 -3.42533 0.023 -0.013 0.061
H -1.59850 0.68993 -2.18959 -0.003 -0.005 0.014
H -3.21714 1.13748 -2.75830 0.104 -0.084 -0.030
H -0.66917 -1.34464 -1.94715 0.030 0.097 -0.070
H -1.97286 0.34136 1.45684 -0.071 -0.140 0.067
H -4.98018 1.60550 1.27611 -0.112 0.255 0.175
H -4.25849 0.65127 0.11173 0.025 -0.136 -0.212
H -1.04036 3.77328 -0.88867 0.077 0.146 -0.134
H 1.33510 3.04853 -1.15657 0.036 0.103 -0.077
```
Positions in Å, forces in eV/Å.

Results
Orbital gap = 8.5 eV
E = -58560.8875 eV
HOMO energy = -8.285 eV
E_LUMO = 0.192 eV
Charge = 0
SMILES string = CCCCn1c(SCC(=O)c2ccc(OC)c(OC)c2)nc2cc(S(N)(=O)=O)ccc21
ΔE to the lowest compared entry with this formula, charge and spin = 133.25 kJ/mol


Record 2
ORCA calculation (ωB97M-V/def2-TZVPD) on a single C21H25N5OS molecule at a distorted geometry.

```
53
Properties=species:S:1:pos:R:3:forces:R:3
C 2.39644 -0.33923 1.44124 0.080 0.186 -0.048
C 2.55047 1.14213 1.10803 0.290 -0.412 0.543
N 1.66349 1.51549 0.03591 -0.534 0.263 -0.694
C 1.94291 1.53044 -1.29900 0.322 0.154 0.036
S 3.52614 1.19150 -1.95546 0.103 -0.013 -0.199
C 3.04497 -0.15718 -3.10431 -0.024 0.220 0.350
C 2.21417 -1.15458 -2.31005 0.115 0.072 -0.450
O 2.73410 -1.95740 -1.56077 0.093 -0.175 0.141
N 0.88342 -0.99749 -2.49284 -0.225 -0.024 -0.411
C -0.16665 -1.52890 -1.72544 -0.207 -0.101 0.159
C 0.01031 -2.49593 -0.74187 0.134 -0.039 -0.038
C -1.06205 -2.92531 0.01109 -0.222 0.007 -0.045
C -2.35454 -2.42732 -0.19584 0.331 0.182 -0.176
N -3.39965 -2.81563 0.62369 -0.310 0.022 0.275
C -4.65674 -2.11201 0.56333 0.126 -0.011 -0.004
C -3.53741 -4.19140 1.04159 0.004 -0.038 0.075
C -2.51699 -1.46437 -1.20006 -0.145 -0.202 0.079
C -1.44340 -1.02248 -1.94453 0.296 -0.119 0.020
N 0.85926 1.75008 -1.99398 0.699 0.176 -0.571
N -0.15879 1.86105 -1.13128 -0.945 0.121 0.484
C 0.31148 1.72341 0.08088 0.329 0.001 -0.103
C -0.47780 1.74848 1.30764 -0.213 -0.016 0.263
C -1.52720 0.84866 1.45388 0.150 0.066 -0.050
C -2.26508 0.84703 2.62338 -0.080 -0.003 0.038
C -1.96870 1.74017 3.63714 0.034 0.013 -0.057
C -0.93329 2.65815 3.49673 0.050 -0.043 0.016
C -0.64259 3.64322 4.58765 -0.068 0.038 -0.004
C -0.19058 2.65175 2.32561 -0.110 -0.087 0.001
H 3.05559 -0.59752 2.26500 0.057 -0.058 0.134
H 2.65599 -0.95564 0.58331 0.011 -0.025 -0.058
H 1.36932 -0.55684 1.72922 -0.076 -0.023 0.047
H 2.31638 1.75249 1.98340 0.102 -0.002 -0.160
H 3.57205 1.35628 0.78404 -0.162 0.044 0.110
H 2.51814 0.28076 -3.94985 0.035 -0.079 -0.009
H 3.98757 -0.60393 -3.41483 -0.098 -0.062 -0.017
H 0.58694 -0.23303 -3.08934 0.283 -0.086 0.179
H 0.99195 -2.89784 -0.55540 0.041 -0.001 -0.004
H -0.87979 -3.64593 0.79310 0.004 -0.051 0.087
H -5.23124 -2.36440 1.45547 -0.042 0.030 -0.026
H -4.48217 -1.03715 0.56213 -0.072 0.050 -0.015
H -5.25693 -2.37929 -0.31735 -0.040 0.031 -0.031
H -4.35382 -4.68237 0.49702 0.012 -0.055 -0.006
H -3.76222 -4.23699 2.11078 -0.004 -0.103 -0.025
H -2.62535 -4.74795 0.85169 -0.015 -0.027 0.024
H -3.48950 -1.05095 -1.41197 -0.115 0.032 0.005
H -1.59491 -0.26050 -2.69485 -0.021 0.107 -0.070
H -1.74427 0.15539 0.65683 -0.006 -0.094 -0.093
H -3.07261 0.14046 2.74523 -0.080 -0.080 0.013
H -2.54837 1.73304 4.54908 -0.061 -0.009 0.105
H -0.63696 3.15073 5.55819 0.030 0.026 0.085
H 0.31799 4.12813 4.43296 0.056 0.052 0.040
H -1.41412 4.41284 4.60917 0.000 0.088 0.064
H 0.60322 3.37462 2.19344 0.089 0.058 -0.006
```
Positions in Å, forces in eV/Å.

Results
Orbital gap = 8.0 eV
E = -42516.6754 eV
HOMO energy = -7.314 eV
E_LUMO = 0.677 eV
Charge = 0
SMILES string = CCn1c(SCC(=O)Nc2ccc(N(C)C)cc2)nnc1-c1cccc(C)c1
ΔE to the lowest compared entry with this formula, charge and spin = 45.98 kJ/mol


Record 3
ORCA calculation (ωB97M-V/def2-TZVPD) on a molecular structure, C21H25N6O2PPdS4Se.

```
61
Properties=species:S:1:pos:R:3:forces:R:3
Pd -1.49227 -1.02100 -1.28531 -0.149 -0.156 -0.518
S -2.77084 0.16653 -2.83720 0.254 -0.007 0.269
S -2.79766 -1.05277 -4.48613 -0.171 -0.196 -0.082
S -3.67182 -2.71454 -3.63167 0.169 0.069 -0.259
S -2.25304 -3.13488 -2.18241 0.059 0.165 0.141
Se 1.89060 0.44447 2.42659 -0.048 0.097 -0.006
N 1.95094 -1.30379 2.99702 0.040 0.009 -0.156
C 1.13548 -2.02416 2.23166 -0.007 -0.074 0.015
C 0.84338 -3.38416 2.41927 -0.022 0.061 -0.050
C -0.06749 -4.00777 1.55689 0.034 0.042 0.037
C -0.68009 -3.31940 0.55061 0.152 -0.028 -0.015
N -0.41468 -1.98718 0.31211 0.052 0.136 0.191
C 0.44331 -1.37527 1.11766 -0.191 -0.006 -0.088
N 0.74526 -0.02942 0.99090 0.007 -0.098 -0.085
H 1.30542 -3.91375 3.24327 -0.011 -0.003 0.005
H -0.31093 -5.05734 1.68233 0.002 -0.002 0.008
H -1.37659 -3.80311 -0.11150 -0.002 0.020 0.007
C 5.60686 -0.52204 0.76645 -0.077 0.045 -0.024
C 5.03629 0.73150 0.15576 -0.015 -0.061 0.034
C 5.38521 1.99537 0.61011 -0.017 0.069 -0.022
C 4.76749 3.13579 0.11167 0.014 -0.043 0.027
C 3.78976 3.03981 -0.87342 -0.051 -0.095 0.019
N 3.18980 4.22608 -1.33753 -0.097 0.009 0.101
C 2.23357 4.36619 -2.34300 0.321 0.007 -0.012
O 2.36155 5.26381 -3.18162 -0.076 -0.051 0.137
N 1.18622 3.52380 -2.33130 -0.363 -0.217 -0.058
C 0.65058 2.69128 -1.28815 0.149 0.231 0.048
C 0.51907 3.12900 0.06239 -0.038 0.068 -0.075
C -0.04020 2.31770 0.98198 0.002 -0.093 -0.022
C -0.37337 0.89764 0.62429 0.121 0.049 -0.065
N -0.65020 0.75771 -0.78577 -0.147 -0.134 0.238
C -0.02303 1.54967 -1.64403 0.152 -0.152 0.003
C 3.45924 1.77723 -1.36457 0.004 -0.024 -0.034
C 4.06972 0.65121 -0.84190 0.002 -0.022 0.050
H 6.43602 -0.29266 1.43870 -0.020 -0.009 -0.005
H 5.96702 -1.21030 -0.00156 0.016 0.007 -0.003
H 4.83350 -1.04276 1.33831 0.022 0.038 0.035
H 6.12750 2.09610 1.39544 -0.012 -0.002 -0.007
H 5.02868 4.11259 0.50754 -0.005 -0.020 -0.002
H 3.77412 5.04229 -1.29195 0.093 0.036 -0.089
H 0.63031 3.60129 -3.16748 -0.100 0.169 0.002
H 0.79963 4.14425 0.32315 0.011 0.017 -0.010
H -0.26255 2.65994 1.98317 0.028 0.009 -0.006
H -1.25585 0.55106 1.16390 -0.100 -0.019 0.075
H -0.12645 1.28855 -2.69132 -0.023 -0.021 -0.058
H 2.69713 1.66982 -2.12180 0.139 -0.016 0.020
H 3.75316 -0.32413 -1.19529 -0.002 0.018 -0.015
C -5.89358 -0.91077 1.95747 -0.003 -0.046 0.028
P -4.67260 -1.38850 0.69868 0.113 0.037 -0.118
C -5.58500 -1.42221 -0.84999 0.050 -0.064 0.044
C -4.27553 -3.10560 1.04914 0.054 -0.051 -0.050
O -3.49310 -0.48986 0.70650 -0.153 0.139 0.258
H -6.75937 -1.57836 1.97177 0.056 0.041 -0.009
H -6.21684 0.10986 1.74981 -0.017 -0.005 0.021
H -5.39587 -0.93071 2.92819 -0.048 0.018 0.010
H -6.53887 -1.94498 -0.73518 0.024 0.031 -0.022
H -4.97153 -1.92422 -1.60543 -0.090 0.119 0.073
H -5.74110 -0.39547 -1.18057 -0.046 -0.001 -0.025
H -5.17098 -3.72461 1.14794 0.036 0.023 0.007
H -3.66997 -3.14802 1.95477 -0.019 -0.039 0.025
H -3.66543 -3.45682 0.21066 -0.058 -0.020 0.060
```
Positions in Å, forces in eV/Å.

Results
Orbital gap = 4.6 eV
E = -156678.6007 eV
HOMO energy = -0.130 eV
E_LUMO = 4.439 eV
Charge = -2
ΔE to the lowest compared entry with this formula, charge and spin = 0.00 kJ/mol


Record 4
ORCA calculation (ωB97M-V/def2-TZVPD) on a molecular structure, C21H25N6O2Ru at a distorted geometry.

```
55
Properties=species:S:1:pos:R:3:forces:R:3
Ru 0.36253 -0.02024 -0.50624 0.000 0.284 1.090
N 2.37640 3.60135 -1.74916 -0.047 -0.042 0.056
C 2.02994 2.33884 -1.59290 -0.019 -0.083 0.027
N 1.03192 1.94242 -0.83726 0.057 -0.234 -0.130
C 0.23224 2.88634 -0.17827 0.151 0.393 0.142
N -0.80077 2.54071 0.52248 0.006 -0.752 -0.216
N -0.97162 1.15700 0.46167 -0.694 0.161 0.754
C -1.99189 0.60490 1.02669 0.471 0.032 -0.218
C -2.06762 -0.86391 0.90993 0.190 0.787 -0.096
C -3.09513 -1.60418 1.44423 0.044 -0.405 -0.037
C -3.08151 -2.98953 1.25402 -0.095 0.290 0.091
C -2.05030 -3.55443 0.53817 0.287 -0.027 -0.187
C -1.04021 -2.73807 0.02693 -0.129 -0.198 0.052
N -1.04569 -1.42351 0.20460 0.089 0.056 0.113
C 0.61413 4.28857 -0.28763 -0.228 -0.036 0.119
C -0.08909 5.30311 0.37630 0.005 -0.047 -0.010
C 0.29989 6.61417 0.22847 0.085 0.019 -0.066
C 1.39086 6.93886 -0.58754 -0.049 0.060 0.054
C 2.09579 5.95851 -1.25155 -0.089 -0.074 0.056
C 1.69598 4.63571 -1.08935 0.198 0.029 -0.189
H 3.14842 3.82358 -2.36175 -0.001 0.028 -0.008
H 2.59781 1.58507 -2.12346 0.031 0.015 0.002
H -2.74402 1.18747 1.54931 0.046 0.018 -0.045
H -3.89057 -1.12437 1.99713 0.019 0.043 -0.019
H -3.87480 -3.60012 1.66252 0.004 -0.022 -0.014
H -2.00564 -4.61862 0.35564 -0.002 0.001 0.023
H -0.21386 -3.14107 -0.54207 -0.021 -0.055 0.000
H -0.93593 5.03696 0.99260 0.002 -0.004 0.001
H -0.24058 7.40066 0.73576 -0.005 -0.004 0.005
H 1.68476 7.97318 -0.70342 -0.007 0.002 0.005
H 2.93356 6.21090 -1.88876 0.012 -0.021 0.000
C 2.44338 -1.95965 -1.52735 -0.205 0.349 0.013
O 1.37907 -1.02444 -1.65936 0.440 -0.563 -0.801
H 2.22425 -2.81553 -2.16537 0.026 -0.033 0.051
H 2.56337 -2.26153 -0.48678 0.039 -0.072 -0.012
H 3.35784 -1.48421 -1.88721 0.063 -0.093 0.042
O 1.79278 -0.32319 1.05466 -0.280 0.237 -0.866
C 2.48591 -0.22754 2.07610 -0.423 0.088 0.390
C 3.97574 -0.29884 2.01903 -0.003 -0.117 0.011
C 4.42154 1.18342 1.92854 -0.059 0.040 -0.115
C 3.88205 2.13719 3.00877 0.038 0.007 0.081
C 2.40249 2.55128 2.89505 -0.023 0.026 -0.015
C 1.37207 1.48628 3.32946 -0.133 0.054 0.014
N 1.96485 0.13750 3.27813 0.271 -0.030 -0.160
H 4.32132 -0.86954 1.16005 0.000 0.019 -0.007
H 4.37540 -0.74689 2.93088 -0.013 -0.018 -0.010
H 4.12772 1.56896 0.94537 0.014 -0.004 0.003
H 5.51116 1.19752 1.95033 -0.007 -0.020 0.038
H 4.47566 3.05025 2.94710 -0.009 -0.001 -0.018
H 4.09504 1.73701 4.00569 -0.006 -0.017 0.006
H 2.21104 2.85828 1.86244 -0.005 -0.049 -0.076
H 2.24690 3.44690 3.49788 -0.018 -0.003 -0.004
H 0.48502 1.50394 2.70153 -0.024 0.040 -0.018
H 1.03936 1.64805 4.35232 0.041 -0.020 0.013
H 2.66222 0.04193 4.00345 -0.035 -0.032 0.087
```
Positions in Å, forces in eV/Å.

Results
Orbital gap (spin up / spin down) = 7.1 / 7.4 eV
E = -37785.8767 eV
HOMO energy (spin up / spin down) = -14.380 / -14.334 eV
E_LUMO (spin up / spin down) = -7.275 / -6.956 eV
Charge = +2
⟨S²⟩ = 0.826
Spin multiplicity = 2
ΔE to the lowest compared entry with this formula, charge and spin = 145.50 kJ/mol


Record 5
ORCA calculation (ωB97M-V/def2-TZVPD) on a molecular structure, C21H25N6O2Ru at a distorted geometry.

```
55
Properties=species:S:1:pos:R:3:forces:R:3
Ru 0.15773 0.26909 -0.05032 2.709 1.345 1.525
N -1.87133 1.56612 3.55485 0.097 0.238 -0.076
C -1.19720 1.59370 2.41631 -0.026 0.099 0.101
N -0.94898 0.52549 1.69988 -0.147 -0.233 0.317
C -1.42172 -0.71839 2.14723 0.506 -0.470 -0.804
N -1.14842 -1.79393 1.44881 -0.789 -0.341 1.317
N -0.42443 -1.55315 0.36322 0.533 -0.708 -1.688
C 0.02369 -2.50704 -0.41102 -0.881 0.357 1.569
C 0.76942 -2.06913 -1.54663 0.777 0.369 -1.301
C 1.38249 -2.91633 -2.47462 -0.489 0.037 0.585
C 1.98926 -2.37796 -3.58952 0.127 0.402 -0.249
C 1.96132 -0.99816 -3.78332 0.006 -0.348 0.058
C 1.37561 -0.20345 -2.81753 0.003 0.185 -0.113
N 0.83292 -0.71244 -1.71042 0.051 -0.696 -0.009
C -2.17989 -0.80053 3.36360 -0.138 0.555 0.309
C -2.70244 -1.99986 3.85517 -0.007 -0.019 0.062
C -3.41427 -2.00027 5.03531 0.083 -0.105 -0.096
C -3.58734 -0.81820 5.75856 0.087 0.030 -0.066
C -3.07059 0.37662 5.29587 -0.033 0.077 0.082
C -2.38649 0.38946 4.08903 -0.019 -0.720 -0.154
H -2.03397 2.42761 4.05837 0.067 0.057 -0.079
H -0.82932 2.54833 2.06425 -0.024 0.028 0.044
H -0.20667 -3.53965 -0.18546 0.100 -0.062 -0.002
H 1.36337 -3.98375 -2.30300 -0.034 -0.023 -0.044
H 2.46811 -3.01780 -4.31798 -0.010 -0.035 0.008
H 2.39679 -0.54410 -4.66093 -0.021 0.015 -0.028
H 1.31999 0.87300 -2.92897 0.079 -0.005 0.103
H -2.52447 -2.90834 3.29815 -0.062 -0.018 0.009
H -3.82545 -2.92599 5.41188 -0.006 0.002 0.017
H -4.12037 -0.84191 6.69846 -0.026 0.037 0.007
H -3.18566 1.28584 5.87198 -0.056 0.032 -0.029
C 1.24150 3.32774 -0.23851 0.480 0.427 0.575
O 0.71674 2.05747 -0.42631 -1.052 -0.624 -0.845
H 1.94774 3.57556 -1.03985 -0.088 -0.096 0.028
H 1.77606 3.39903 0.71834 -0.001 0.028 -0.107
H 0.44958 4.08520 -0.25593 0.006 -0.151 -0.060
O 2.00314 -0.29856 1.24200 -1.986 0.038 -0.753
C 3.20347 -0.29703 0.87541 0.418 0.397 -0.385
C 4.25738 -0.96311 1.71788 -0.110 -0.061 0.043
C 4.90831 -2.18176 1.00633 -0.132 -0.027 -0.173
C 4.56582 -2.31379 -0.48034 0.256 -0.008 0.006
C 5.20243 -1.22888 -1.35040 -0.163 0.011 0.061
C 4.94973 0.17867 -0.79058 0.247 -0.304 -0.038
N 3.60446 0.30709 -0.23919 -0.213 -0.056 0.070
H 3.79132 -1.27401 2.64905 -0.031 0.070 0.005
H 5.00813 -0.20915 1.96089 -0.020 0.007 0.013
H 4.57833 -3.08883 1.51029 0.055 0.019 0.055
H 5.99206 -2.12652 1.11247 -0.008 -0.024 0.090
H 3.47847 -2.30769 -0.60847 0.008 -0.047 -0.017
H 4.91120 -3.28706 -0.83119 -0.049 -0.013 -0.007
H 4.81937 -1.31096 -2.37005 0.007 0.042 -0.010
H 6.28094 -1.38452 -1.40189 0.011 0.018 -0.035
H 5.07903 0.93551 -1.56130 -0.026 0.056 0.077
H 5.66878 0.38797 0.00089 -0.027 0.120 -0.025
H 2.88541 0.72949 -0.80731 -0.040 0.097 0.053
```
Positions in Å, forces in eV/Å.

Results
Orbital gap (spin up / spin down) = 6.7 / 6.8 eV
E = -37786.0546 eV
HOMO energy (spin up / spin down) = -14.142 / -14.121 eV
E_LUMO (spin up / spin down) = -7.436 / -7.318 eV
Charge = +2
⟨S²⟩ = 0.773
Spin multiplicity = 2
ΔE to the lowest compared entry with this formula, charge and spin = 128.33 kJ/mol